(1)
73
Properties=species:S:1:pos:R:3:mulliken_charge:R:1 method="wB97M-V/def2-TZVPD" spin_multiplicity=1 lumo_energy_ev=-1.4 e_tot_ha=-2504.0724 homo_lumo_gap_ev=7.6 smiles="C#CCc1c(Cl)ccc2c1C(=O)c1cc(COCCOCC)ccc1C2=O.C[Si](C)(C)O[Si](C)(C)C" e_homo_ha=-0.32852 charge=0
C -7.2208 -5.2970 -4.9810 -0.261
C -5.9959 -5.0175 -4.5505 -0.133
C -4.5550 -4.4244 -4.0661 -0.608
C -4.5469 -2.8337 -4.4238 -0.043
C -4.0543 -2.3691 -5.8624 0.205
Cl -3.4638 -3.6106 -7.1011 -0.205
C -4.0584 -0.8292 -6.3140 -0.411
C -4.5528 0.2666 -5.2971 -0.518
C -5.0139 -0.1690 -3.8512 0.343
C -5.0085 -1.6982 -3.4097 0.373
C -5.4930 -2.0646 -1.8932 0.038
O -6.2146 -3.0824 -1.6354 -0.517
C -4.9896 -1.0043 -0.7604 0.527
C -4.4681 -1.4253 0.6732 -0.820
C -3.9690 -0.2864 1.6496 0.714
C -3.3590 -0.5463 3.1397 -0.764
O -1.9186 -0.6637 2.9849 -0.331
C -1.2196 0.5732 3.2914 -0.433
C -0.3782 1.1230 1.9956 -0.014
O -1.0304 2.3134 1.4397 -0.287
C -0.3143 2.8037 0.2693 -0.144
C -1.3545 3.7372 -0.5920 -0.922
C -4.0358 1.2512 1.2025 -0.201
C -4.5640 1.7054 -0.2412 -0.770
C -5.0138 0.5350 -1.2023 0.368
C -5.5212 0.8858 -2.7130 0.103
O -6.2192 1.9223 -2.9573 -0.528
H -8.2756 -5.1337 -5.4387 0.311
H -3.6815 -4.9472 -4.6366 0.412
H -4.3686 -4.6263 -2.9416 0.295
H -3.6932 -0.5528 -7.3728 0.330
H -4.6115 1.4057 -5.5315 0.318
H -4.4418 -2.5279 1.0074 0.322
H -3.6944 0.2897 3.8710 0.309
H -3.7665 -1.5372 3.6045 0.340
H -1.8914 1.4460 3.6226 0.222
H -0.4260 0.3515 4.1201 0.268
H 0.6739 1.4797 2.3536 0.061
H -0.3219 0.2421 1.2468 0.244
H 0.0278 1.9606 -0.4477 0.230
H 0.5647 3.5145 0.5475 0.192
H -2.0325 3.0794 -1.2702 0.132
H -1.9832 4.4282 0.0981 0.249
H -0.7331 4.4129 -1.3025 0.384
H -3.6702 2.0641 1.9250 0.163
H -4.6015 2.8277 -0.5374 0.453
C 8.1708 -0.6810 1.7541 -1.010
Si 7.3464 0.9469 2.2199 0.471
C 7.0563 0.9728 4.0791 -1.010
C 8.5524 2.3275 1.8188 -1.047
O 5.8782 1.0892 1.4159 -0.441
Si 4.4491 0.2114 1.3521 0.358
C 3.1671 0.9560 0.2047 -0.828
C 3.6868 0.1079 3.0698 -0.952
C 4.8012 -1.5353 0.7459 -1.013
H 7.5985 -1.5314 2.1287 0.300
H 9.1755 -0.7299 2.1831 0.377
H 8.2543 -0.7666 0.6709 0.280
H 6.4793 1.8574 4.3617 0.276
H 8.0082 0.9932 4.6163 0.381
H 6.5048 0.0852 4.3973 0.296
H 8.1486 3.3016 2.1028 0.288
H 8.7967 2.3438 0.7546 0.292
H 9.4834 2.1739 2.3758 0.300
H 2.8935 1.9657 0.5255 0.142
H 2.2583 0.3442 0.2061 0.188
H 3.5378 1.0074 -0.8230 0.437
H 4.3245 -0.4715 3.7428 0.319
H 2.7079 -0.3774 3.0281 0.356
H 3.5600 1.1092 3.4924 0.294
H 5.4123 -2.0800 1.4693 0.300
H 5.3383 -1.5048 -0.2067 0.277
H 3.8695 -2.0875 0.6025 0.375



(2)
69
Properties=species:S:1:pos:R:3:mulliken_charge:R:1 method="wB97M-V/def2-TZVPD" spin_multiplicity=1 lumo_energy_ev=0.2 e_tot_ha=-1372.9988 homo_lumo_gap_ev=7.0 e_homo_ha=-0.25295 charge=0 relative_energy_kj_mol=2174.27
C 3.7879 4.4655 3.8197 -1.650
C 2.9592 3.1666 3.5197 -0.189
C 1.8080 3.2595 2.5131 -0.289
C 1.1096 2.0671 2.3830 -0.218
C -0.1153 2.4064 1.4110 -0.919
H 0.3230 2.7310 0.6361 0.940
H -0.7571 2.8838 2.1324 0.336
C -0.6060 0.8985 1.0286 -1.201
N -1.6304 0.9871 0.0738 0.855
C -1.5669 0.9338 -1.1873 0.683
O -2.2954 0.9131 -2.0288 -0.475
C 0.0498 0.7050 -1.8008 -0.827
C 0.2425 -0.5385 -1.4590 0.581
C 1.5431 -1.2504 -0.8890 -1.080
N 1.4860 -2.4405 -0.8224 0.167
C 0.3465 -3.0232 -1.0920 0.535
C -0.2877 -4.2249 -1.2127 -0.936
C -1.4260 -4.4706 -1.7649 -0.230
C -2.2238 -3.4740 -2.4566 -1.532
C -1.6687 -2.1927 -2.1580 -1.033
C -0.4056 -1.8208 -1.7434 0.494
H -2.1547 -1.3861 -2.4841 0.819
H -3.1040 -3.6905 -2.7527 0.746
H -1.7659 -5.5862 -1.8144 0.233
H 0.5037 -5.1288 -1.2582 0.090
H 2.1849 -3.1338 -0.4489 0.431
C 2.5607 -0.2582 -0.2945 1.559
C 3.1728 0.6150 -1.1783 -0.371
C 4.2284 1.4671 -0.4336 -0.829
C 4.7244 1.0581 0.6861 0.422
C 4.3940 -0.0935 1.2150 -0.340
C 3.3109 -0.6647 0.7274 -0.355
H 2.9230 -1.6765 1.3496 0.052
H 4.7973 -0.2013 2.2825 0.247
F 5.8021 1.8641 1.1538 -0.410
H 4.6064 2.1562 -1.1675 0.510
H 2.6675 1.0854 -2.1594 0.293
H 0.5973 1.2191 -1.0270 0.288
H -0.0860 0.8358 -2.7803 0.431
C -2.9019 0.8996 0.6855 -1.137
C -3.7463 -0.4656 0.9663 0.905
C -4.9847 -0.5553 1.3190 -1.358
C -5.9432 0.2434 0.0918 -1.037
C -5.7692 -0.2312 -1.2884 -0.321
C -5.8242 -1.8096 -1.5747 -1.733
H -5.3800 -2.3950 -0.9596 0.537
H -7.0680 -2.0991 -1.1077 0.213
H -6.0379 -2.1119 -2.4937 0.575
H -4.7097 -0.0942 -1.8439 -0.126
H -6.2894 0.1385 -2.0255 1.015
H -7.0500 -0.0189 0.2085 0.552
H -5.8728 1.2640 -0.0622 0.412
H -5.4517 0.0632 1.8792 0.380
H -5.5352 -1.4744 1.3776 0.423
H -3.5683 -1.0307 0.0077 -0.332
H -3.1076 -1.1039 1.7562 0.185
H -3.6458 1.6343 -0.1389 0.242
H -3.0100 1.5614 1.6359 0.186
H 0.1567 0.0609 0.7480 -0.069
H -1.2153 0.1994 2.2463 0.321
H 0.7394 1.7382 3.3096 0.397
H 1.8209 1.2573 2.0526 -0.184
H 2.2153 3.7651 1.5922 0.225
H 1.3239 4.1245 3.1888 0.215
H 3.7131 2.5283 3.2257 0.112
H 2.6810 2.8592 4.5826 0.307
H 4.6226 4.4397 4.5312 0.389
H 3.1737 5.1005 4.2155 0.563
H 4.2931 4.9736 2.9533 0.316



(3)
75
Properties=species:S:1:pos:R:3:mulliken_charge:R:1 method="wB97M-V/def2-TZVPD" spin_multiplicity=1 lumo_energy_ev=0.1 e_tot_ha=-1802.5225 homo_lumo_gap_ev=4.6 e_homo_ha=-0.16438 charge=-1
C 3.7017 -3.4252 1.0344 -0.356
C 4.1480 -3.0655 -0.0277 0.511
C 4.6001 -2.5349 -1.2756 -1.515
Nb 3.3566 -0.6426 -1.7910 -0.713
C 1.5719 -1.9780 -1.4587 -1.044
C 0.2632 -1.1779 -1.6439 -0.361
C -0.3057 -0.6975 -0.3177 0.828
C -1.6536 0.0007 -0.4411 -1.334
N -1.5469 1.3981 -0.8283 0.824
C -1.3445 2.4547 0.0109 -0.819
C -1.3133 3.6073 -0.7297 -0.642
C -1.4961 3.2424 -2.0726 -0.836
C -1.6315 1.8809 -2.1022 -0.455
C 3.6429 0.2637 0.2660 -0.817
C 3.9815 1.7428 0.5069 -0.843
C 5.3324 2.2073 -0.0557 1.063
C 5.1445 2.9143 -1.3941 -1.694
C 6.0254 3.1807 0.9135 -1.646
H 3.1909 -3.6374 1.9371 0.305
H 5.6664 -2.3251 -1.2557 0.396
H 4.3765 -3.2420 -2.0779 0.396
H 2.4625 0.9066 -2.2470 0.034
H 4.9826 -0.0215 -2.3709 0.043
H 3.2153 -1.0880 -3.5898 -0.029
H 1.6003 -2.3932 -0.4511 0.099
H 1.5648 -2.8164 -2.1544 0.589
H 0.3899 -0.3140 -2.2993 0.301
H -0.4881 -1.8195 -2.1156 0.308
H -0.4585 -1.5787 0.3115 -0.246
H 0.4081 -0.0569 0.1992 -0.039
H -2.1846 -0.0355 0.5071 0.390
H -2.2440 -0.4958 -1.2081 0.388
H -1.2250 2.3350 1.0728 0.483
H -1.1908 4.6050 -0.3495 0.511
H -1.5297 3.9120 -2.9117 0.523
H -1.7768 1.2341 -2.9486 0.467
H 4.3439 -0.3476 0.8393 0.440
H 2.6552 0.1008 0.7216 0.288
H 3.9980 1.9160 1.5893 0.351
H 3.2006 2.3827 0.0930 0.351
H 5.9884 1.3448 -0.1676 0.175
H 6.0854 2.9772 -1.9386 0.367
H 4.7645 3.9203 -1.2076 0.437
H 4.4204 2.3998 -2.0211 0.342
H 6.6238 3.9116 0.3696 0.394
H 6.6804 2.6659 1.6144 0.370
H 5.2844 3.7441 1.4800 0.385
C -2.5606 -5.3606 3.0826 -0.950
C -1.7711 -4.6390 2.2715 0.214
C -0.2600 -4.6900 2.3586 1.009
O 0.3452 -4.0006 1.5648 -0.406
C 0.3521 -5.5386 3.3638 -1.173
C -0.4399 -6.2548 4.1711 0.420
C -1.9477 -6.2152 4.0730 1.095
O -2.5619 -6.9232 4.8546 -0.653
O 0.0042 -7.0633 5.1248 -0.592
O -2.2178 -3.8282 1.3315 -0.614
H -3.6394 -5.3312 3.0267 0.433
H 1.4311 -5.5645 3.4244 0.473
H -0.7942 -7.4476 5.5376 0.367
H -1.4249 -3.4480 0.8970 0.329
C -4.8687 3.0804 -0.7852 -0.293
C -5.8372 2.3138 -0.2695 0.110
C -7.3016 2.6604 -0.3961 0.940
O -8.0975 1.8808 0.0995 -0.657
C -7.6762 3.8789 -1.0852 -1.091
C -6.7093 4.6524 -1.5976 0.254
C -5.2438 4.2941 -1.4834 1.024
O -4.4578 5.0737 -1.9898 -0.629
O -6.9238 5.7878 -2.2430 -0.585
O -5.6155 1.1844 0.3923 -0.548
H -3.8090 2.8641 -0.7216 0.372
H -8.7260 4.1242 -1.1608 0.421
H -6.0351 6.1141 -2.4953 0.396
H -6.4949 0.8399 0.6400 0.366



(4)
80
Properties=species:S:1:pos:R:3:mulliken_spin:R:1 method="wB97M-V/def2-TZVPD" spin_multiplicity=3 lumo_energy_ev="0.5 / -2.4" e_tot_ha=-3322.1937 homo_lumo_gap_ev="7.3 / 4.7" s_squared=2.024 e_homo_ha="-0.25185 / -0.25993" charge=0 relative_energy_kj_mol=0.00
Au 0.9184 -0.2358 -0.1680 0.377
C 1.6215 2.6237 3.0110 -0.003
C 0.4890 2.3258 3.9951 -0.007
C 0.1768 3.5885 4.7999 0.001
C 0.8864 1.2087 4.9618 0.005
N -0.6927 1.9286 3.2178 0.000
C -1.8511 2.6520 3.1196 0.006
C -2.6398 2.0386 2.2094 0.005
N -1.9809 0.9426 1.7357 -0.005
B -2.5507 0.0522 0.6132 0.036
N -2.3377 -1.4060 1.0857 0.000
C -2.9555 -1.7973 2.2417 0.005
C -2.5503 -3.0481 2.5474 0.003
N -1.6697 -3.4429 1.5773 0.003
C -1.5434 -2.4170 0.6962 -0.006
S -0.5696 -2.3874 -0.6971 0.155
C -0.9466 -4.7198 1.5491 -0.001
C -1.3621 -5.5822 2.7439 0.000
C 0.5548 -4.4310 1.6361 -0.004
C -1.2978 -5.4626 0.2572 0.009
N -1.9794 0.4173 -0.7863 0.056
C -2.4621 -0.1890 -1.9104 0.008
C -2.0294 0.5005 -2.9907 0.040
N -1.2691 1.5522 -2.5486 0.017
C -1.2134 1.4538 -1.2015 -0.072
S -0.1721 2.3057 -0.1661 0.367
C -0.7496 2.5631 -3.4906 -0.013
C -0.0135 3.7155 -2.8104 0.002
C 0.2190 1.8991 -4.4703 0.003
C -1.9662 3.1265 -4.2435 0.002
C -0.7899 0.8922 2.3574 0.012
S 0.3726 -0.3543 2.1762 0.144
H 2.4689 3.0416 3.5459 -0.001
H 1.2887 3.3331 2.2557 0.000
H 1.9436 1.7178 2.5061 0.003
H 1.0581 3.8539 5.3769 0.000
H -0.6443 3.4285 5.4955 0.000
H -0.0574 4.4262 4.1483 0.000
H 1.7316 1.5372 5.5601 0.000
H 1.1763 0.3155 4.4185 -0.005
H 0.0643 0.9615 5.6298 0.000
H -2.0469 3.5304 3.6934 0.001
H -3.6188 2.2907 1.8616 -0.001
H -3.7275 0.2441 0.5617 0.005
H -3.6357 -1.1556 2.7588 0.001
H -2.8314 -3.6656 3.3747 0.000
H -1.0981 -5.1111 3.6882 0.000
H -0.8331 -6.5302 2.6847 0.000
H -2.4294 -5.7935 2.7307 0.000
H 0.7717 -3.8166 2.5087 0.002
H 0.8917 -3.9000 0.7507 0.003
H 1.1099 -5.3624 1.7133 0.000
H -2.3714 -5.6360 0.2004 0.000
H -0.7887 -6.4228 0.2390 0.001
H -0.9894 -4.8851 -0.6098 -0.007
H -3.0576 -1.0764 -1.8508 -0.001
H -2.1704 0.2763 -4.0271 0.004
H 0.8574 3.3654 -2.2649 -0.002
H -0.6545 4.2525 -2.1169 -0.003
H 0.3257 4.4115 -3.5755 0.001
H 1.1511 1.6656 -3.9671 0.000
H 0.4323 2.5824 -5.2878 0.000
H -0.1752 0.9709 -4.8738 0.000
H -2.6976 3.5264 -3.5427 0.000
H -2.4481 2.3670 -4.8533 0.000
H -1.6509 3.9341 -4.8999 -0.001
O 1.1574 -1.4130 -4.0182 0.025
C 1.6163 -0.7407 -3.1102 -0.006
O 0.8991 -0.1054 -2.2621 0.125
C 3.1110 -0.4619 -3.0910 0.069
C 3.7011 -0.4728 -4.3518 -0.037
C 5.0275 -0.1419 -4.5383 0.078
C 5.7944 0.2270 -3.4404 -0.039
C 5.2324 0.2487 -2.1831 0.069
C 3.8900 -0.1095 -1.9797 -0.051
S 3.4050 -0.1449 -0.3050 0.615
H 3.0737 -0.7624 -5.1826 0.001
H 5.4573 -0.1650 -5.5285 0.004
H 6.8294 0.5079 -3.5687 -0.002
H 5.8166 0.5429 -1.3240 0.000



(5)
75
Properties=species:S:1:pos:R:3:mulliken_charge:R:1 method="wB97M-V/def2-TZVPD" spin_multiplicity=1 lumo_energy_ev=-0.4 e_tot_ha=-2085.7070 homo_lumo_gap_ev=8.1 e_homo_ha=-0.31112 charge=0 relative_energy_kj_mol=24.81
Be -3.6892 -1.7010 -0.3093 -0.084
C -0.6028 -4.4636 2.7972 -0.638
C 0.3463 -3.6386 3.2662 -0.517
C 0.8139 -2.3565 2.6258 0.004
C -0.2486 -1.2605 2.8188 -0.687
C -0.9205 -0.9183 1.4961 -0.548
C -1.4128 -1.8257 0.6205 0.671
C -1.0198 -3.2703 0.4551 -1.357
C -1.3599 -4.4111 1.4720 0.117
C -4.5085 -0.2420 -0.6681 -0.529
H -0.9587 -5.2593 3.4873 0.338
H 0.7617 -3.8407 4.2746 0.281
H 0.9994 -2.4627 1.5544 -0.342
H 1.7705 -2.0437 3.0590 0.567
H -1.0025 -1.5834 3.5726 0.617
H 0.2701 -0.3802 3.2478 -0.010
H -1.0785 0.1547 1.1938 0.537
H -1.9230 -1.4430 -0.3242 0.333
H 0.0745 -3.3098 0.2944 0.240
H -1.4741 -3.5756 -0.5193 0.556
H -2.4439 -4.4713 1.6776 -0.239
H -1.1015 -5.2940 0.8465 0.382
H -5.5693 -0.2916 -0.3731 0.357
H -4.4829 -0.0759 -1.7567 0.177
H -4.0033 0.6054 -0.1817 0.034
P -0.3519 1.7675 -1.7822 0.445
P 1.6739 0.7390 0.9209 0.173
N -0.1943 1.3353 -3.4699 0.323
N -0.7442 3.5696 -2.1917 0.218
N 2.9926 -0.2298 0.1288 0.427
N 2.5459 1.5138 2.4487 0.356
C 1.4795 2.0948 -1.5675 -1.045
C 1.9536 2.2262 -0.0842 -1.386
C -1.2164 0.6431 -4.1371 -0.553
C -0.8929 0.5672 -5.4839 -0.593
C 0.3618 1.2269 -5.6654 -0.848
C 0.7674 1.6895 -4.4221 -0.148
C -1.6899 4.3083 -1.4792 -0.502
C -1.5975 5.6532 -1.8415 -0.569
C -0.5591 5.7537 -2.8223 -0.704
C -0.0654 4.4640 -3.0274 -0.101
C 2.7247 -1.4599 -0.4797 -0.467
C 3.8950 -1.9558 -1.0363 -0.765
C 4.8908 -0.9419 -0.9031 -0.929
C 4.3123 0.0873 -0.1752 -0.326
C 3.8803 1.7581 2.7662 -0.361
C 3.9568 2.7221 3.7811 -0.684
C 2.6100 3.0656 4.1243 -0.580
C 1.7755 2.3124 3.3020 -0.539
H 1.7084 3.0606 -2.0648 0.553
H 2.0579 1.2984 -2.0786 0.681
H 3.0382 2.4472 -0.1221 0.520
H 1.4775 3.1085 0.3873 0.567
H -2.0741 0.2900 -3.5878 0.435
H -1.5075 0.1277 -6.2519 0.422
H 0.8901 1.4106 -6.5843 0.433
H 1.6408 2.2569 -4.1403 0.444
H -2.3618 3.8114 -0.8022 0.386
H -2.1835 6.4747 -1.4542 0.408
H -0.1970 6.6476 -3.3163 0.425
H 0.6991 4.1290 -3.7142 0.218
H 1.7226 -1.8422 -0.4938 0.417
H 4.0189 -2.9420 -1.4445 0.454
H 5.8971 -0.9494 -1.2859 0.462
H 4.7427 1.0175 0.1293 0.482
H 4.6736 1.2104 2.2802 0.480
H 4.8576 3.1264 4.2294 0.412
H 2.2982 3.7763 4.8829 0.424
H 0.7004 2.2798 3.2635 0.358
B -5.5138 -4.7448 2.0629 -0.035
C -4.8179 -3.7888 1.0872 0.820
N -4.3369 -2.9544 0.4051 -0.633
H -6.6994 -4.4673 2.1024 -0.075
H -5.0875 -4.3964 3.1477 -0.067
H -5.3889 -5.9394 1.8325 -0.095



(6)
74
Properties=species:S:1:pos:R:3:mulliken_charge:R:1 method="wB97M-V/def2-TZVPD" spin_multiplicity=1 lumo_energy_ev=0.4 e_tot_ha=-2866.9269 homo_lumo_gap_ev=7.0 e_homo_ha=-0.24072 charge=0 relative_energy_kj_mol=10.19
Co -0.0466 0.6471 -0.2116 -1.219
C 2.4236 0.9331 2.6138 -0.699
C 3.4057 0.2192 1.6847 -0.671
C 2.8427 -0.2132 0.3208 -1.005
N 1.9153 0.7362 -0.2714 0.281
C 2.3854 1.8076 -0.8683 1.031
C 3.7696 2.0926 -1.0032 -0.873
C 4.4304 3.2246 -1.4267 -0.553
C 3.9431 4.4544 -1.8567 -0.622
C 2.6103 4.7645 -2.0412 -0.547
C 1.4821 3.9691 -1.9103 -0.806
C 1.3285 2.6306 -1.4953 1.094
N 0.1664 1.9986 -1.5502 0.011
C -0.9608 2.6088 -2.2229 -1.056
C -1.9692 1.5388 -2.5985 -0.904
C -2.7270 0.9485 -1.4080 -0.419
N -1.9323 0.8585 -0.2009 0.994
C -2.4225 1.0206 1.0066 0.989
C -3.6397 1.6994 1.2716 -0.843
C -4.3833 1.8305 2.4205 -0.622
C -4.1745 1.3020 3.6909 -0.682
C -3.0779 0.5590 4.0752 -0.791
C -1.9384 0.1893 3.3720 -0.902
C -1.5345 0.4342 2.0458 1.052
N -0.3529 0.0561 1.5697 0.940
C 0.5139 -0.7739 2.3905 -1.138
C 1.4222 0.0255 3.3239 -0.961
H 3.0009 1.4592 3.3780 0.458
H 1.8866 1.7042 2.0550 0.216
H 4.2678 0.8721 1.5312 0.380
H 3.7882 -0.6771 2.1866 0.479
H 3.6684 -0.4113 -0.3702 0.779
H 2.3298 -1.1637 0.3976 -0.334
H 4.4293 1.2978 -0.6869 0.249
H 5.5125 3.1443 -1.3907 0.336
H 4.6702 5.2268 -2.0712 0.327
H 2.4053 5.7804 -2.3642 0.316
H 0.5563 4.4705 -2.1548 0.347
H -1.4365 3.3662 -1.5829 0.316
H -0.6261 3.1176 -3.1319 0.717
H -2.6965 1.9456 -3.3040 0.532
H -1.4246 0.7479 -3.1208 0.225
H -3.6591 1.4885 -1.2463 0.602
H -3.0086 -0.0798 -1.6605 -0.250
H -4.0496 2.2193 0.4168 0.275
H -5.2778 2.4353 2.3098 0.340
H -4.9314 1.4981 4.4391 0.320
H -3.0875 0.2170 5.1054 0.323
H -1.2309 -0.3653 3.9695 0.323
H -0.0835 -1.4919 2.9612 0.947
H 1.1240 -1.3773 1.7251 -0.076
H 0.8009 0.6365 3.9845 0.428
H 1.9649 -0.6814 3.9614 0.435
C 0.7416 -4.1162 0.0564 -1.861
C 0.2256 -3.3711 -1.1692 1.738
C 0.7948 -4.0003 -2.4293 -1.981
O 0.7291 -2.0219 -1.0799 -0.495
B -0.2866 -1.1795 -0.6754 0.916
O -1.4946 -1.8478 -0.6336 -0.709
C -1.3295 -3.1717 -1.1745 1.634
C -1.9401 -3.1566 -2.5710 -2.026
C -2.0965 -4.1398 -0.2889 -1.918
H 1.8317 -4.0787 0.0526 0.452
H 0.4319 -5.1617 0.0549 0.406
H 0.3875 -3.6484 0.9759 0.242
H 1.8793 -4.0635 -2.3375 0.443
H 0.5626 -3.4058 -3.3100 0.367
H 0.4043 -5.0100 -2.5711 0.379
H -1.4476 -2.4166 -3.2035 0.312
H -2.9930 -2.8858 -2.4870 0.468
H -1.8711 -4.1322 -3.0530 0.384
H -1.7902 -4.0528 0.7516 0.349
H -1.9507 -5.1709 -0.6167 0.377
H -3.1606 -3.9101 -0.3483 0.435